(1)
{
  "formula": "C20H21N5O2S",
  "method": "wB97M-V/def2-TZVPD",
  "species": ["S", "O", "O", "N", "N", "N", "N", "N", "C", "C", "C", "C", "C", "C", "C", "C", "C", "C", "C", "C", "C", "C", "C", "C", "C", "C", "C", "C", "H", "H", "H", "H", "H", "H", "H", "H", "H", "H", "H", "H", "H", "H", "H", "H", "H", "H", "H", "H", "H"],
  "coordinates": [[-3.049888, -2.404850, -1.408839], [2.090900, -3.314127, -1.375349], [1.426922, -0.252131, -0.462119], [-1.236846, 3.146106, 2.150326], [-0.710646, -0.964113, -0.608575], [-0.451988, 7.023827, 1.044978], [-0.453398, -2.005869, -1.488403], [-1.271280, -3.781437, -2.743886], [-1.652306, 1.907150, 2.457473], [-3.018593, 0.527494, 3.884980], [-2.589552, 1.766821, 3.503679], [0.017720, -4.250939, -3.187964], [-0.339703, 3.316072, 1.208090], [0.092517, 4.693314, 0.947630], [-2.517939, -0.621214, 3.253020], [3.340566, -2.708203, -1.135921], [2.166302, -4.626252, -1.885307], [1.341938, 5.004761, 0.414948], [0.165400, 2.233976, 0.451799], [0.251690, -0.136410, -0.157551], [1.667205, 6.332945, 0.200228], [-1.493369, -2.761064, -1.888121], [-0.761482, 5.759457, 1.245650], [-1.180563, 0.743681, 1.781711], [0.743790, -5.116601, -2.134053], [-1.618147, -0.519416, 2.227506], [-0.269942, 0.959053, 0.713388], [0.735147, 7.304711, 0.532278], [0.859919, 2.400644, -0.356726], [0.520718, -2.317083, -1.503781], [2.746015, -4.635054, -2.821591], [-3.734828, 0.420679, 4.686078], [-1.738726, 5.560925, 1.662935], [-2.847190, -1.594634, 3.584466], [3.934976, -2.660985, -2.055391], [2.674397, -5.282914, -1.163727], [-0.140162, -4.819545, -4.105452], [0.632266, -3.380834, -3.432177], [-1.714552, -0.859069, -0.439012], [3.903497, -3.260143, -0.375662], [0.945474, 8.356392, 0.387908], [3.119692, -1.702748, -0.783324], [2.627564, 6.608552, -0.207925], [0.194995, -5.060349, -1.192270], [0.776559, -6.160379, -2.444069], [-1.223080, -1.413485, 1.769390], [-2.936855, 2.665392, 3.988583], [2.057892, 4.226280, 0.193740], [-2.083024, -4.348384, -2.933588]],
  "forces_ev_per_angstrom": [[-0.6, 0.0, 0.2], [-0.3, -0.1, -0.1], [0.2, 0.0, -0.1], [0.2, 0.6, -0.1], [-0.4, -0.1, -0.1], [-0.3, 0.4, 0.1], [0.5, 0.1, 0.0], [0.1, 0.0, 0.0], [0.0, -0.6, -0.2], [0.0, 0.3, 0.0], [-0.1, -0.2, 0.1], [0.2, -0.1, 0.2], [-0.2, -0.4, 0.2], [0.2, 0.5, -0.1], [0.2, -0.2, -0.2], [0.2, 0.2, 0.1], [-0.1, -0.3, 0.0], [-0.3, 0.0, 0.1], [-0.1, -0.4, 0.0], [-0.2, -0.4, -0.3], [0.0, 0.0, 0.0], [-0.3, 0.1, -0.1], [0.0, -0.5, 0.0], [-0.1, 0.4, 0.1], [0.4, 0.3, 0.0], [-0.1, -0.3, 0.2], [0.2, 0.5, 0.2], [0.3, 0.0, -0.1], [0.1, 0.0, -0.1], [0.0, 0.0, 0.0], [0.0, 0.0, 0.1], [-0.1, 0.0, 0.1], [0.0, -0.1, 0.0], [0.0, -0.1, 0.0], [0.0, 0.0, 0.0], [0.0, 0.1, -0.1], [0.0, 0.1, 0.0], [0.0, 0.0, -0.1], [0.2, 0.0, 0.0], [0.0, 0.0, 0.0], [0.1, 0.1, -0.1], [0.1, -0.1, 0.0], [0.1, 0.0, 0.0], [0.0, -0.1, 0.0], [0.0, 0.0, 0.0], [0.0, -0.1, 0.0], [0.0, 0.1, 0.0], [0.0, -0.1, 0.0], [0.0, 0.2, 0.1]],
  "smiles": "COCCCNC(=S)NNC(=O)c1cc(-c2cccnc2)nc2ccccc12",
  "total_energy_ev": -43461.6762,
  "multiplicity": 1,
  "gap_ev": 8.18
}

(2)
{
  "formula": "C20H21N5O4",
  "method": "wB97M-V/def2-TZVPD",
  "species": ["O", "O", "O", "O", "N", "N", "N", "N", "N", "C", "C", "C", "C", "C", "C", "C", "C", "C", "C", "C", "C", "C", "C", "C", "C", "C", "C", "C", "C", "H", "H", "H", "H", "H", "H", "H", "H", "H", "H", "H", "H", "H", "H", "H", "H", "H", "H", "H", "H", "H"],
  "coordinates": [[3.414215, -1.544115, -0.457437], [2.918303, 1.381181, 2.205525], [-2.869279, 2.682374, -0.386948], [-5.338311, -0.755362, 1.063419], [-4.118404, 0.844041, 0.149154], [-1.244209, -1.683865, -0.872056], [0.859667, -1.030699, -2.114359], [-3.402587, -1.337462, 0.234274], [-0.766571, 0.604208, -1.367429], [-2.056011, 0.376553, -0.689733], [3.016517, -1.904935, 1.862450], [-5.202491, 1.708762, 0.802710], [2.631604, 1.490902, 0.881758], [3.679499, 1.797586, 0.069312], [1.369777, 1.351207, 0.115098], [1.681298, 1.023771, 3.115773], [2.328149, 1.888659, -1.661819], [-0.343916, -0.773558, -1.634248], [-3.525579, -2.636483, 0.022070], [2.304552, -1.939350, -0.447651], [-2.181014, -1.083751, -0.493997], [3.957973, -1.505820, 0.724738], [1.208828, 1.687624, -1.047554], [3.627188, 2.039950, -1.310379], [-0.067967, 1.546036, -1.877630], [-4.430312, -0.401145, 0.623135], [-2.845619, 1.533453, -0.435891], [1.923174, -2.297869, 0.646586], [1.463418, -2.374948, -1.752702], [2.252585, 2.304737, -2.991756], [5.057030, -1.269109, 1.002605], [-0.562097, 2.495083, -1.441269], [-5.234135, 1.596203, 1.836895], [4.719723, 1.722456, 0.667910], [0.850461, -2.701223, 1.198470], [0.563848, 1.197669, 0.851505], [2.124141, -2.727316, -2.540650], [0.975169, 0.190339, 2.742932], [-3.404392, -3.511760, -0.688901], [1.437212, -0.414394, -2.277337], [-6.089396, 1.476874, 0.060779], [-4.483781, -2.795460, 0.640263], [2.167668, 0.852439, 4.033456], [-4.801096, 2.869768, 0.399878], [0.963726, 1.962187, 2.937718], [0.096670, 1.679503, -2.811266], [2.959325, -1.859702, 2.902510], [-2.689159, -3.160444, 0.949699], [0.616460, -3.003467, -1.703510], [4.488133, 2.408651, -1.736120]],
  "forces_ev_per_angstrom": [[12.2, 4.5, -3.1], [-3.3, -1.5, 0.9], [1.4, 5.2, -1.0], [-14.8, -5.7, 8.0], [-1.8, 2.1, 2.4], [10.6, -5.3, -6.2], [-7.0, -10.1, 1.1], [5.3, 1.7, -4.2], [-4.9, -13.2, 1.0], [2.6, 2.3, -1.8], [0.6, 0.5, -12.2], [1.6, 3.5, -7.4], [-1.3, -0.1, -2.4], [5.1, -0.4, 2.3], [0.9, -2.0, 15.5], [-1.3, 2.2, -4.3], [4.7, 4.4, -11.6], [-3.3, 2.6, 4.4], [-2.2, -8.7, 8.0], [-9.8, -4.9, -8.7], [-9.3, 13.8, 4.3], [0.9, -0.3, 9.2], [-2.8, 0.3, -8.2], [-2.4, -1.2, 4.6], [1.5, 8.3, 7.4], [15.6, 4.3, -9.6], [-2.8, -8.3, 2.4], [-6.9, -3.3, 17.3], [2.0, 4.0, 0.5], [-0.3, -1.5, 3.7], [-2.0, 0.0, -1.7], [0.2, -0.7, -1.5], [-0.6, -0.2, 1.5], [-2.2, 0.6, -1.6], [3.1, 1.1, -2.7], [-0.3, -0.4, -0.9], [0.1, 0.2, -0.1], [1.9, 0.7, 0.4], [-0.1, 2.5, -0.8], [7.0, 8.3, -2.1], [1.0, 0.6, 2.6], [0.8, -1.1, -1.2], [0.0, 0.1, 1.2], [-1.5, -3.3, 1.8], [1.7, -1.7, 1.3], [0.9, 0.3, -6.5], [0.2, -0.2, 1.2], [-2.0, 0.7, -2.4], [-0.4, -1.0, 1.1], [1.3, 0.4, -1.8]],
  "total_energy_ev": -36701.8845,
  "multiplicity": 1,
  "gap_ev": 7.78
}

(3)
{
  "formula": "C20H21N5O4S",
  "method": "wB97M-V/def2-TZVPD",
  "species": ["S", "O", "O", "O", "O", "N", "N", "N", "N", "N", "C", "C", "C", "C", "C", "C", "C", "C", "C", "C", "C", "C", "C", "C", "C", "C", "C", "C", "C", "C", "H", "H", "H", "H", "H", "H", "H", "H", "H", "H", "H", "H", "H", "H", "H", "H", "H", "H", "H", "H", "H"],
  "coordinates": [[-0.953533, 1.942819, -0.141861], [-0.724854, -2.007947, 0.855426], [-7.945022, 0.645194, -0.906765], [4.306841, 1.011460, -2.220329], [-7.186027, -1.269432, -1.516818], [2.207973, 0.936561, 1.764351], [0.873717, 0.959323, 1.622682], [4.648719, 0.407669, -0.067705], [1.765178, 2.033174, -0.078834], [-7.060702, -0.180261, -0.997707], [-0.814149, -2.455450, 2.189814], [-3.303205, 0.795180, 0.617893], [2.953623, -1.672958, -1.050174], [4.210082, 1.670936, 0.501800], [-4.354931, 1.706056, 0.687967], [1.774406, -1.221004, -1.635734], [-4.731759, -0.762569, -0.533079], [2.743822, 1.580904, 0.764788], [1.888707, 2.777445, -1.301384], [-3.500864, -0.437711, -0.001098], [0.566251, -1.362478, -0.988767], [0.508122, -1.949367, 0.276214], [4.281727, -1.342116, -1.682131], [2.882972, -2.279731, 0.194564], [1.676584, -2.424405, 0.856840], [0.614761, 1.614594, 0.520811], [4.435987, 0.141927, -1.384483], [-1.964694, 1.142688, 1.171585], [-5.590095, 1.391945, 0.159066], [-5.772592, 0.155369, -0.448817], [4.265554, -1.489934, -2.761130], [0.966644, 2.667794, -1.870388], [4.744975, 1.843359, 1.436447], [1.667055, -2.889320, 1.828801], [-1.862512, -2.350436, 2.467394], [1.812746, -0.736305, -2.600208], [-4.904974, -1.713744, -1.012598], [-1.398011, 0.264539, 1.471156], [-0.522898, -3.506232, 2.279769], [2.724208, 2.389985, -1.886468], [5.091057, -1.920679, -1.238457], [-2.029174, 1.852197, 1.995414], [4.432175, 2.464249, -0.213499], [2.050692, 3.836090, -1.086987], [-2.683313, -1.140369, -0.053030], [3.782476, -2.652272, 0.665996], [-4.200916, 2.664809, 1.159658], [-6.416723, 2.084037, 0.206346], [4.585784, -0.372572, 0.571041], [-0.195725, -1.841196, 2.850963], [-0.346157, -1.001826, -1.438328]],
  "forces_ev_per_angstrom": [[-0.5, 0.0, -0.1], [0.1, 0.1, -0.3], [-0.2, 0.2, 0.0], [-0.1, 0.2, -0.3], [-0.1, -0.2, -0.1], [1.3, 0.1, 0.2], [-1.0, 0.1, -0.1], [0.4, 0.1, 0.2], [-0.2, -0.4, 0.7], [-0.5, -0.1, -0.2], [0.0, -0.1, 0.2], [-0.2, 0.0, -0.1], [0.0, -0.4, 0.1], [-0.1, 0.0, -0.1], [0.2, -0.2, 0.0], [0.0, -0.1, 0.1], [-0.3, 0.0, -0.1], [-0.1, 0.1, 0.1], [0.1, 0.4, -0.4], [0.0, 0.2, 0.1], [-0.1, -0.1, 0.2], [0.2, 0.0, -0.1], [-0.2, 0.2, -0.1], [0.0, 0.0, -0.3], [-0.3, 0.0, 0.2], [0.1, 0.1, 0.1], [0.5, -0.4, 0.1], [0.5, 0.2, -0.1], [-0.3, -0.2, -0.2], [1.2, 0.3, 0.5], [0.1, 0.1, 0.1], [0.1, 0.0, 0.0], [-0.1, 0.1, -0.1], [0.0, 0.0, 0.1], [0.1, 0.0, 0.0], [0.0, 0.1, -0.1], [0.0, 0.0, 0.0], [-0.1, 0.0, 0.1], [0.0, 0.0, 0.0], [-0.1, 0.1, 0.0], [0.0, 0.0, 0.0], [0.0, -0.1, 0.0], [0.1, 0.0, 0.2], [-0.1, 0.0, -0.1], [0.1, -0.1, 0.0], [0.1, 0.0, 0.0], [0.0, 0.1, 0.1], [0.0, 0.0, 0.0], [-0.1, 0.0, -0.1], [0.0, 0.0, 0.0], [-0.1, 0.1, 0.0]],
  "smiles": "COc1ccc(CC(=O)NCc2nnc(SCc3ccc([N+](=O)[O-])cc3)n2C)cc1",
  "total_energy_ev": -47554.3019,
  "multiplicity": 1,
  "gap_ev": 8.03
}

(4)
{
  "formula": "C20H21NO6S",
  "method": "wB97M-V/def2-TZVPD",
  "species": ["S", "O", "O", "O", "O", "O", "O", "N", "C", "C", "C", "C", "C", "C", "C", "C", "C", "C", "C", "C", "C", "C", "C", "C", "C", "C", "C", "C", "H", "H", "H", "H", "H", "H", "H", "H", "H", "H", "H", "H", "H", "H", "H", "H", "H", "H", "H", "H", "H"],
  "coordinates": [[3.468964, 3.160206, -0.518919], [2.738865, -1.727366, 0.451732], [4.772830, 3.654132, -0.861439], [2.668768, 3.982918, 0.350013], [-0.573132, -1.125475, -1.373897], [-3.456571, 2.543689, -0.473065], [0.620225, -3.627970, -0.011184], [1.510116, 0.066247, -0.128415], [0.245890, -4.962386, -0.245397], [0.102725, 2.017412, 0.282282], [-2.206437, 2.022222, -0.360035], [1.673720, -1.146595, 0.482900], [0.486586, -1.645559, 1.234198], [0.263849, 0.736891, -0.215490], [-3.691383, 3.837457, 0.032788], [-1.118235, 2.667929, 0.209573], [2.673661, 0.618000, -0.813085], [-1.645632, -1.867146, -1.899521], [-0.826120, 0.096511, -0.836585], [-0.101239, -0.872683, 2.223064], [3.567335, 1.448148, 0.108104], [2.228155, 1.456504, -1.979101], [-1.656516, -2.623918, 2.694160], [2.539975, 2.733452, -1.992583], [0.005208, -2.940261, 0.979202], [-1.075432, -3.414295, 1.717226], [-1.172277, -1.355763, 2.954976], [-2.050366, 0.736963, -0.883996], [-1.195987, 3.666223, 0.605465], [-1.210629, -2.808545, -2.230742], [1.648738, 0.956058, -2.740562], [0.909752, -5.318432, -1.031639], [-2.914785, 0.278552, -1.334336], [-3.077416, 4.585446, -0.477880], [0.381271, -5.581681, 0.646957], [2.301157, 3.472497, -2.729647], [-3.503932, 3.886477, 1.109615], [-1.470467, -4.402162, 1.539016], [3.229243, 1.432060, 1.138733], [4.609369, 1.152613, 0.053496], [-1.621503, -0.746328, 3.723446], [-4.743368, 4.041437, -0.160139], [0.938482, 2.534882, 0.725977], [-2.493910, -3.010745, 3.256071], [-0.792900, -5.039828, -0.586478], [-2.106360, -1.361000, -2.753901], [3.234442, -0.256534, -1.174770], [-2.406404, -2.061337, -1.136726], [0.291670, 0.111081, 2.430539]],
  "forces_ev_per_angstrom": [[0.1, 0.0, -0.2], [0.2, -0.1, 0.1], [0.2, -0.2, -0.2], [-0.3, -0.1, 0.1], [0.2, 0.4, 0.2], [0.1, -0.3, -0.1], [0.0, 0.3, 0.1], [0.1, 0.3, -0.2], [-0.1, -0.2, 0.0], [-0.1, -0.5, -0.1], [0.2, -0.1, 0.0], [0.0, 0.1, 0.1], [0.0, -0.5, 0.1], [-0.4, 0.0, 0.0], [0.0, 0.2, 0.1], [-0.3, 0.3, 0.0], [0.1, -0.5, 0.0], [-0.2, -0.2, -0.1], [0.1, 0.2, -0.1], [0.1, -0.2, -0.1], [0.0, 0.6, -0.4], [-0.1, -0.3, -0.1], [0.0, 0.2, 0.1], [0.6, -0.1, 0.8], [0.0, 0.2, 0.2], [0.1, -0.3, -0.3], [-0.1, 0.0, 0.1], [-0.1, -0.1, -0.1], [-0.1, 0.1, 0.0], [-0.1, 0.0, 0.0], [-0.1, 0.1, -0.2], [-0.1, 0.0, 0.1], [-0.1, -0.1, -0.1], [0.0, 0.0, 0.0], [0.0, 0.0, 0.0], [0.0, 0.3, -0.1], [0.0, 0.0, 0.0], [0.0, -0.1, 0.0], [0.0, 0.1, 0.0], [0.1, 0.0, 0.0], [0.0, 0.1, 0.1], [0.1, 0.0, 0.0], [0.1, 0.0, 0.1], [-0.1, 0.0, 0.0], [0.0, 0.0, 0.0], [0.0, 0.0, 0.0], [-0.1, 0.3, 0.1], [0.0, 0.0, 0.0], [0.0, 0.1, 0.0]],
  "smiles": "COc1ccc(N(C(=O)c2ccccc2OC)[C@H]2C=CS(=O)(=O)C2)c(OC)c1",
  "total_energy_ev": -45689.3170,
  "multiplicity": 1,
  "gap_ev": 8.84
}

Across the entries above, HOMO energy takes the values -8.4; -7.3; -8.6; -8.3 eV, respectively.
Across the entries above, energy relative to the best compared isomer or geometry (same formula, charge and spin) takes the values 1.588; 18.758; 2.053; 1.615 eV, respectively.
Across the entries above, E_LUMO takes the values -0.223; 0.436; -0.543; 0.548 eV, respectively.